The following is a DFT calculation (ωB97M-V/def2-TZVPD) of a structure of composition C13H18N5O4S2Ti in a non-equilibrium geometry.

Structure (XYZ):
```
43
C13H18N5O4S2Ti, DFT ωB97M-V/def2-TZVPD
Ti 0.577 0.056 -0.591
N 0.390 -0.845 1.655
C 0.130 0.303 2.532
C -0.989 1.128 1.891
O -1.876 1.613 2.630
N -0.883 1.150 0.579
C -2.080 1.394 -0.190
C -2.307 0.171 -1.092
O -3.380 0.009 -1.672
O -1.294 -0.630 -1.181
H -0.411 -1.465 1.617
H 1.202 -1.377 1.944
H 1.052 0.887 2.594
H -0.188 0.028 3.542
H -1.974 2.259 -0.852
H -2.956 1.545 0.445
O 1.458 -1.837 -0.773
N 2.434 -2.211 0.049
C 2.676 -3.534 0.178
C 3.739 -4.007 0.891
C 4.628 -3.082 1.485
C 4.399 -1.747 1.313
C 3.306 -1.252 0.564
S 2.972 0.391 0.278
H 1.946 -4.156 -0.319
H 3.879 -5.076 0.979
H 5.484 -3.426 2.053
H 5.060 -1.006 1.743
S 0.800 1.935 -2.014
C 0.967 0.301 -2.714
N 2.324 0.049 -3.235
C 2.644 -1.350 -3.515
C 1.384 -2.098 -3.947
C 0.460 -1.106 -4.649
N -0.005 -0.069 -3.743
H 2.973 0.435 -2.563
H 3.104 -1.859 -2.655
H 3.369 -1.369 -4.342
H 0.869 -2.492 -3.068
H 1.648 -2.937 -4.603
H -0.420 -1.610 -5.060
H 1.002 -0.657 -5.493
H -0.837 -0.389 -3.261
```

Summary:
energy: -2726.8636 hartree
charge: -2
⟨S²⟩: 0.76
2S+1: 2
LUMO level (spin up / spin down): 4.43 / 4.42 eV
frontier orbital gap (spin up / spin down): 3.5 / 3.6 eV
HOMO level (spin up / spin down): 0.89 / 0.84 eV


The following is a DFT calculation (ωB97M-V/def2-TZVPD) of a structure of composition C13H18N7O4SeW.

Structure (XYZ):
```
44
C13H18N7O4SeW, DFT ωB97M-V/def2-TZVPD
W -0.441 0.395 0.409
N 0.993 2.184 -0.095
C 2.025 1.954 -1.184
C 1.369 1.409 -2.503
C 0.298 0.621 -1.872
O -0.778 1.194 -1.510
O 0.583 -0.428 -1.160
H 0.387 2.945 -0.415
H 1.496 2.543 0.717
H 2.732 1.219 -0.807
H 2.541 2.892 -1.381
H 2.099 0.814 -3.046
H 0.963 2.205 -3.123
Se -5.030 0.345 -0.208
C -3.412 0.083 0.034
N -2.206 -0.123 0.214
N 5.996 -1.353 3.574
C 4.826 -0.913 4.058
O 4.510 -0.837 5.222
C 3.747 -0.524 3.056
C 2.870 0.488 3.447
C 1.783 0.778 2.660
N 1.498 0.104 1.519
C 2.348 -0.876 1.146
C 3.481 -1.195 1.868
H 6.717 -1.605 4.236
H 6.262 -1.245 2.611
H 3.034 1.013 4.379
H 1.112 1.572 2.969
H 2.100 -1.424 0.248
H 4.114 -1.999 1.516
C -2.440 -4.199 2.053
N -1.300 -3.405 2.576
C -0.648 -3.869 3.827
C -0.876 -2.385 1.953
N -0.463 -1.468 1.346
H -3.222 -4.216 2.809
H -2.086 -5.208 1.855
H -2.809 -3.750 1.135
H -1.394 -3.867 4.619
H 0.169 -3.201 4.085
H -0.271 -4.876 3.666
O -1.295 2.100 1.318
N -0.993 1.362 2.204
```

Summary:
energy: -3657.8746 hartree
charge: +3
2S+1: 1
LUMO level (spin up / spin down): -12.73 / -12.81 eV
frontier orbital gap (spin up / spin down): 4.9 / 4.8 eV
HOMO level (spin up / spin down): -17.64 / -17.64 eV


The following is a DFT calculation (ωB97M-V/def2-TZVPD) of a structure of composition C13H19AsGaNO4 in a non-equilibrium geometry.

Structure (XYZ):
```
39
C13H19AsGaNO4, DFT ωB97M-V/def2-TZVPD
Ga -0.990 0.556 0.738
O -2.866 1.717 4.058
C -2.449 1.145 2.998
O -1.970 1.640 1.937
C -2.479 -0.312 2.860
C -2.956 -1.239 3.774
C -2.908 -2.587 3.414
C -2.395 -2.947 2.166
C -1.947 -1.932 1.335
N -1.972 -0.629 1.658
C -1.398 -2.066 -0.016
O -1.256 -3.209 -0.562
O -1.135 -0.911 -0.459
H -3.353 -0.904 4.723
H -3.274 -3.347 4.094
H -2.345 -3.976 1.833
C 0.529 0.340 -3.966
C 1.224 1.228 -2.945
As 0.623 0.779 -1.109
C 1.450 -1.024 -0.891
C 2.904 -1.136 -1.334
C 1.968 1.867 -0.148
C 1.574 3.337 -0.191
H 0.858 0.619 -4.989
H -0.572 0.470 -3.895
H 0.782 -0.726 -3.789
H 0.963 2.286 -3.153
H 2.324 1.123 -3.034
H 0.844 -1.751 -1.472
H 1.380 -1.296 0.183
H 3.005 -0.933 -2.419
H 3.258 -2.173 -1.153
H 3.551 -0.448 -0.757
H 2.971 1.742 -0.600
H 1.998 1.535 0.912
H 1.542 3.700 -1.239
H 2.317 3.941 0.373
H 0.575 3.477 0.273
H -0.375 2.044 0.791
```

Summary:
energy: -5022.9486 hartree
charge: 0
2S+1: 1
LUMO level: -1.43 eV
frontier orbital gap: 6.4 eV
HOMO level: -7.85 eV


The following is a DFT calculation (ωB97M-V/def2-TZVPD) of a structure of composition C13H19BN6ORu.

Structure (XYZ):
```
41
C13H19BN6ORu, DFT ωB97M-V/def2-TZVPD
Ru -0.255 -0.157 -0.352
C -0.330 -0.622 3.822
C -0.850 -0.876 2.560
N -0.107 -0.240 1.652
N 0.876 0.426 2.289
C 0.754 0.204 3.607
B 1.851 1.262 1.460
N 2.512 0.287 0.456
C 3.781 0.000 0.209
C 3.854 -0.931 -0.839
C 2.556 -1.156 -1.197
N 1.731 -0.404 -0.410
N 0.965 2.239 0.635
C 0.982 3.565 0.523
C -0.006 3.968 -0.373
C -0.597 2.805 -0.807
N -0.009 1.759 -0.183
H -0.700 -0.980 4.767
H -1.721 -1.442 2.271
H 1.444 0.651 4.304
H 2.651 1.846 2.118
H 4.572 0.471 0.774
H 4.743 -1.361 -1.267
H 2.157 -1.800 -1.965
H 1.694 4.153 1.081
H -0.252 4.976 -0.657
H -1.418 2.655 -1.489
C -1.406 -2.571 -1.061
C -2.236 -1.316 -1.357
C -3.691 -1.619 -1.576
C -1.617 -0.534 -2.511
O -2.046 -0.484 -0.154
H -1.318 -3.227 -1.927
H -1.813 -3.119 -0.213
H -0.327 -2.370 -0.795
H -3.823 -2.242 -2.461
H -4.244 -0.690 -1.715
H -4.097 -2.146 -0.713
H -1.550 -1.140 -3.415
H -0.535 -0.218 -2.378
H -2.175 0.378 -2.712
```

Summary:
energy: -1029.7176 hartree
charge: +2
2S+1: 1
LUMO level (spin up / spin down): -10.13 / -10.12 eV
frontier orbital gap (spin up / spin down): 6.0 / 6.0 eV
HOMO level (spin up / spin down): -16.11 / -16.11 eV


The following is a DFT calculation (ωB97M-V/def2-TZVPD) of a structure of composition C13H19Br2ClN5OsS in a non-equilibrium geometry.

Structure (XYZ):
```
42
C13H19Br2ClN5OsS, DFT ωB97M-V/def2-TZVPD
Os -8.722 -5.657 -10.244
C -13.344 -4.171 -11.319
N -12.467 -4.774 -12.285
C -13.184 -4.914 -13.515
C -11.246 -5.169 -11.972
N -10.457 -4.748 -10.961
N -10.700 -5.929 -12.990
C -9.607 -6.710 -12.987
N -9.597 -7.500 -14.105
N -8.600 -6.690 -12.094
H -13.536 -4.686 -10.366
H -14.323 -4.222 -11.755
H -13.018 -3.118 -11.058
H -12.637 -4.640 -14.474
H -13.951 -4.142 -13.602
H -13.560 -5.934 -13.604
H -10.888 -3.990 -10.501
H -11.428 -6.173 -13.704
H -10.435 -7.486 -14.625
H -9.042 -8.341 -14.239
H -7.757 -7.328 -12.351
Br -10.973 -7.928 -9.187
C -11.054 -6.877 -7.588
Br -12.240 -5.428 -7.684
H -10.101 -6.389 -7.392
H -11.404 -7.409 -6.751
Cl -3.938 -6.901 -9.669
C -4.900 -5.857 -8.752
C -4.329 -4.888 -7.876
C -4.953 -3.887 -7.172
C -6.290 -3.902 -6.973
C -7.154 -5.038 -7.794
C -6.362 -5.815 -8.765
C -7.153 -6.649 -9.608
H -3.308 -4.555 -8.067
H -4.291 -3.055 -6.711
H -6.896 -3.178 -6.474
H -7.372 -5.624 -6.885
H -7.521 -7.521 -9.212
H -6.769 -6.795 -10.603
S -9.410 -3.313 -8.475
C -8.386 -4.577 -8.594
```

Summary:
energy: -6876.8265 hartree
charge: +2
⟨S²⟩: 8.84
2S+1: 6
LUMO level (spin up / spin down): -6.94 / -8.93 eV
frontier orbital gap (spin up / spin down): 5.5 / 5.0 eV
HOMO level (spin up / spin down): -12.45 / -13.90 eV


The following is a DFT calculation (ωB97M-V/def2-TZVPD) of a cluster of 3 separate species, C13H19BrCl2F7N3O8PS2 in total.

Structure (XYZ):
```
56
C13H19BrCl2F7N3O8PS2, DFT ωB97M-V/def2-TZVPD
C -1.724 0.336 -0.331
C -0.755 1.215 -0.350
N 0.362 1.302 0.632
C 0.747 -0.096 1.222
F 1.942 0.025 1.748
F -0.124 -0.388 2.181
C 0.759 -1.406 0.274
F 0.799 -1.145 -1.020
F -0.341 -2.109 0.530
F 1.806 -2.119 0.622
C 1.581 1.947 -0.078
C 2.355 1.237 -1.216
Cl 3.469 -0.015 -0.605
C 1.615 0.858 -2.512
C 2.409 -0.067 -3.434
C 1.186 3.314 -0.673
F 2.317 4.080 -0.596
O 0.123 3.944 -0.074
C -0.085 3.840 1.301
P -1.900 4.722 1.681
O -1.523 6.220 1.229
Br -2.877 4.062 -0.184
S 1.147 4.959 2.128
O 2.438 4.364 2.129
O 0.540 5.500 3.291
F 1.186 6.072 1.048
C -0.076 2.365 1.859
S 0.980 2.275 3.332
Cl -1.735 1.955 2.351
H -1.869 -0.383 0.462
H -2.452 0.358 -1.131
H -0.705 1.991 -1.094
H 2.309 2.137 0.714
H 3.053 2.032 -1.496
H 1.455 1.789 -3.064
H 0.634 0.428 -2.320
H 1.943 -0.073 -4.420
H 3.436 0.281 -3.560
H 2.433 -1.092 -3.065
H 0.928 3.246 -1.728
H -1.567 6.834 1.980
H 0.283 1.287 3.901
C -1.813 -4.886 1.821
N -3.260 -4.572 1.946
O -3.662 -3.575 1.368
O -3.937 -5.315 2.613
H -1.368 -4.124 1.196
H -1.387 -4.877 2.821
H -1.712 -5.867 1.370
C -0.935 -5.719 -2.441
N -1.857 -6.636 -1.714
O -2.824 -7.052 -2.304
O -1.562 -6.908 -0.564
H -1.323 -5.575 -3.442
H -0.904 -4.789 -1.881
H 0.044 -6.189 -2.450
```

Summary:
energy: -6603.6089 hartree
charge: +1
2S+1: 1
LUMO level: -3.45 eV
frontier orbital gap: 9.5 eV
HOMO level: -12.97 eV